# C30H33CrN7O4S6

C30H33CrN7O4S6 as an isolated structure (ωB97M-V/def2-TZVPD, the Open Molecules 2025 dataset).

Positions of all 81 atoms, in Å:
Cr: -0.97185 -0.21580 1.20488
C: -1.49175 -1.49282 3.97239
C: -2.56221 -0.41189 4.07176
C: -2.15482 1.00066 3.71981
C: -2.74869 2.04171 4.42021
C: -2.47144 3.34929 4.08125
C: -1.54374 3.58986 3.08420
C: -0.97262 2.50907 2.44802
N: -1.29547 1.23294 2.71549
N: -1.14085 -1.91339 2.59914
C: 0.10139 -2.70941 2.63287
C: 1.34264 -1.87622 2.87729
C: 2.57879 -2.48075 3.08258
C: 3.68632 -1.67568 3.26434
C: 3.52134 -0.29710 3.25757
C: 2.25140 0.20735 3.04961
N: 1.18471 -0.56313 2.84893
C: -2.19505 -2.74203 1.97612
C: -2.00665 -2.81791 0.48171
C: -2.58568 -3.83183 -0.25492
C: -2.49090 -3.79737 -1.63580
C: -1.78978 -2.76350 -2.22894
C: -1.21693 -1.79680 -1.42449
N: -1.33251 -1.80675 -0.08893
H: -1.81804 -2.37496 4.53613
H: -0.58151 -1.12147 4.43671
H: -2.90128 -0.40322 5.10871
H: -3.43917 -0.65544 3.46592
H: -3.44601 1.81186 5.21537
H: -2.96889 4.16799 4.58670
H: -1.28005 4.59267 2.77895
H: -0.25049 2.65592 1.66007
H: 0.20250 -3.21616 1.67138
H: 0.02516 -3.49107 3.39860
H: 2.66417 -3.56196 3.09049
H: 4.66511 -2.11441 3.41323
H: 4.35846 0.37090 3.41356
H: 2.06967 1.27911 3.04247
H: -3.16748 -2.28453 2.15374
H: -2.20706 -3.74812 2.41297
H: -3.12294 -4.62215 0.25589
H: -2.95994 -4.56664 -2.23747
H: -1.68510 -2.68945 -3.30320
H: -0.66172 -0.96910 -1.84712
S: -5.90144 3.56318 -3.18409
C: -4.88304 2.71454 -2.20223
S: -5.39714 1.63954 -0.96008
C: -3.82898 1.14085 -0.35099
C: -2.77682 1.69459 -0.98533
S: -1.07944 1.41493 -0.66608
S: -3.16657 2.80469 -2.28461
S: -3.78664 0.02781 0.98537
C: 1.05857 2.73452 -6.17674
C: 0.56063 1.51883 -5.39729
S: 1.87082 0.58322 -4.65464
O: 2.85201 0.25149 -5.65862
O: 1.28160 -0.46487 -3.85637
C: 2.64205 1.75558 -3.54598
C: 3.68175 1.04404 -2.67513
N: 3.01678 0.26186 -1.62803
C: 2.21107 0.79870 -0.67905
N: 1.50071 -0.12887 -0.06329
C: 1.89907 -1.31759 -0.58220
C: 2.82148 -1.10207 -1.55085
N: 3.50325 -2.10210 -2.31458
O: 4.46958 -1.76987 -2.97343
O: 3.14704 -3.24793 -2.13879
C: 2.15141 2.25626 -0.37437
H: 0.27059 3.10300 -6.83172
H: 1.91557 2.46798 -6.79542
H: 1.34224 3.55080 -5.51159
H: 0.08719 0.77989 -6.04752
H: -0.12786 1.76802 -4.58678
H: 1.84642 2.20509 -2.94889
H: 3.11721 2.50628 -4.17835
H: 4.33998 1.77256 -2.21079
H: 4.29019 0.37600 -3.27066
H: 1.49527 -2.26939 -0.27263
H: 2.96872 2.80555 -0.83940
H: 2.22009 2.39376 0.70577
H: 1.19560 2.67087 -0.70280

Cartesian forces, eV/Å:
Cr -0.39 0.57 -0.28
C -0.08 0.07 -0.07
C 0.05 0.00 -0.12
C 0.00 -0.17 -0.05
C -0.02 -0.03 0.13
C -0.04 0.10 0.04
C 0.05 0.05 -0.02
C 0.04 -0.14 0.02
N -0.06 0.45 0.47
N 0.11 -0.16 -0.10
C 0.02 0.17 0.02
C -0.13 -0.10 -0.06
C -0.04 -0.13 -0.02
C 0.04 -0.02 -0.01
C 0.02 0.07 0.00
C 0.01 0.11 -0.01
N 0.06 0.06 0.11
C 0.14 0.03 0.05
C 0.00 0.16 0.10
C -0.05 -0.12 0.05
C -0.04 -0.05 -0.01
C 0.03 0.02 -0.08
C 0.08 0.07 0.04
N 0.01 -0.72 -0.41
H -0.03 -0.03 0.02
H 0.07 -0.03 0.02
H -0.02 0.00 0.01
H 0.00 -0.02 -0.01
H -0.01 0.00 -0.04
H 0.03 -0.03 0.01
H 0.02 -0.01 0.03
H -0.05 -0.01 -0.12
H 0.02 -0.02 -0.03
H -0.02 -0.05 0.03
H 0.00 0.06 0.00
H -0.03 0.01 0.01
H -0.03 -0.02 -0.01
H 0.02 -0.06 -0.02
H -0.02 0.08 0.02
H 0.00 -0.02 0.01
H 0.02 0.03 -0.05
H 0.03 0.03 0.03
H 0.02 -0.01 0.06
H -0.04 0.02 0.02
S 0.00 0.00 -0.04
C 0.02 -0.06 0.09
S -0.10 -0.05 0.06
C 0.04 -0.06 0.08
C 0.01 0.04 -0.03
S 0.13 0.09 -0.10
S 0.16 0.01 -0.03
S -0.15 -0.04 0.01
C -0.02 -0.10 0.04
C 0.05 0.08 -0.05
S 0.14 0.11 -0.09
O -0.12 -0.03 0.08
O -0.02 -0.05 -0.09
C 0.05 -0.10 0.00
C -0.36 -0.02 -0.01
N 0.41 0.00 -0.07
C -0.24 0.00 -0.08
N 0.29 0.01 0.41
C -0.26 -0.22 -0.02
C -0.03 0.01 -0.26
N 0.37 0.11 0.80
O 0.05 0.15 -0.42
O -0.29 -0.16 -0.20
C 0.02 -0.01 0.03
H -0.03 -0.01 0.04
H -0.02 -0.01 0.00
H 0.00 -0.03 0.00
H -0.06 0.04 0.01
H -0.04 -0.02 -0.07
H 0.06 0.05 -0.03
H -0.01 0.00 0.07
H 0.03 0.06 0.07
H 0.07 -0.08 -0.03
H 0.07 0.09 0.01
H -0.01 -0.02 0.03
H -0.02 -0.01 -0.02
H 0.03 -0.01 0.02

Summary:
2S+1 = 5
gap between HOMO and LUMO (alpha / beta) = 0.201 / 0.202 Ha
net charge = 0
ΔE to the lowest compared entry with this formula, charge and spin = 0.333 eV

---

# C30H33GeN5O3Y

C30H33GeN5O3Y as an isolated structure (ωB97M-V/def2-TZVPD, the Open Molecules 2025 dataset).

Positions of all 73 atoms, in Å:
Y: 0.10549 -0.46441 -0.23743
C: 0.04105 -0.76838 4.51741
C: -0.03394 -0.36015 3.17396
N: 0.44419 -1.07698 2.18240
C: 1.03764 -2.27677 2.44535
C: 1.11579 -2.78396 3.76042
C: 0.60632 -1.97604 4.80094
C: 1.67376 -4.06147 3.99969
C: 2.11154 -4.79027 2.92912
C: 2.06517 -4.29193 1.61892
C: 1.56624 -3.02428 1.32501
N: 1.45083 -2.44429 0.09998
C: 2.18524 -2.85289 -0.98327
C: 3.41790 -3.48925 -0.97087
C: 4.09322 -3.82625 -2.15686
C: 3.57088 -3.54941 -3.38756
C: 2.33719 -2.86108 -3.46272
C: 1.74430 -2.49123 -4.69040
C: 0.57380 -1.79328 -4.70327
C: -0.01330 -1.43737 -3.47473
N: 0.50485 -1.77525 -2.31747
C: 1.66139 -2.49648 -2.28082
H: -0.35604 -0.12842 5.29327
H: -0.50426 0.57670 2.90735
H: 0.66800 -2.33689 5.82160
H: 1.72725 -4.44249 5.01152
H: 2.51258 -5.78500 3.08808
H: 2.40626 -4.92351 0.81262
H: 3.89359 -3.70249 -0.02522
H: 5.05622 -4.31790 -2.08070
H: 4.08898 -3.81910 -4.29942
H: 2.24099 -2.76559 -5.61453
H: 0.09810 -1.49498 -5.62713
H: -0.93788 -0.87553 -3.44811
C: -2.06214 3.26995 -1.73794
C: -2.72485 3.26058 -0.36550
C: -3.46550 1.94433 -0.00899
C: -4.08339 2.05906 1.38961
C: -4.80732 0.79494 1.83468
C: -4.56490 1.74910 -1.03114
O: -5.56987 2.43175 -1.05704
N: -4.34651 0.76892 -1.95562
C: -3.21174 -0.05408 -2.06618
O: -3.13227 -0.77169 -3.04553
N: -2.29668 -0.02702 -1.05661
C: -2.43859 0.82788 -0.04140
O: -1.62718 0.75572 0.90890
H: -1.64878 4.25778 -1.94242
H: -2.77762 3.04441 -2.53334
H: -1.22986 2.56091 -1.78591
H: -3.46513 4.06017 -0.28528
H: -1.97173 3.41966 0.41005
H: -4.77426 2.90308 1.37057
H: -3.27571 2.29646 2.08276
H: -5.63051 0.55190 1.15922
H: -5.22874 0.92150 2.83294
H: -4.12708 -0.05839 1.86924
H: -5.01998 0.67470 -2.70145
C: 1.31926 4.51130 -0.72667
Ge: 1.85291 2.73292 0.01736
C: 3.81124 2.94651 0.30744
C: 1.08775 2.80654 1.85381
C: 1.33296 1.18980 -0.93158
H: 1.84657 5.31794 -0.20836
H: 0.24601 4.67002 -0.60029
H: 1.54583 4.57326 -1.79326
H: 4.05176 3.84537 0.88245
H: 4.32287 3.00342 -0.65636
H: 4.19517 2.07299 0.83804
H: 1.29217 3.77718 2.31348
H: 1.53156 2.03256 2.48508
H: 0.00495 2.65787 1.83021
H: 1.88598 1.12729 -1.88211

Cartesian forces, eV/Å:
Y 0.00 -0.07 -0.06
C 0.00 0.00 -0.03
C 0.00 0.00 0.01
N 0.03 -0.02 0.01
C 0.00 0.01 0.00
C 0.00 -0.01 0.03
C 0.00 0.01 0.00
C 0.00 0.01 -0.03
C 0.00 -0.03 0.05
C -0.01 0.03 -0.05
C 0.01 0.00 0.03
N -0.06 0.04 0.01
C 0.00 0.00 -0.05
C -0.02 0.00 0.01
C 0.01 -0.01 0.00
C 0.00 0.00 -0.01
C 0.01 -0.01 0.00
C 0.00 0.00 -0.01
C 0.01 0.00 0.01
C 0.00 0.01 0.00
N 0.02 -0.01 -0.01
C 0.00 0.01 0.05
H 0.00 0.00 0.00
H 0.00 0.00 0.01
H 0.01 -0.01 0.00
H 0.00 0.00 0.00
H 0.00 0.00 -0.01
H 0.00 -0.01 0.01
H 0.01 0.00 -0.01
H 0.00 0.00 0.00
H 0.00 0.00 0.00
H 0.00 0.00 0.00
H 0.00 0.00 0.00
H 0.00 0.00 0.00
C 0.01 0.01 -0.01
C -0.01 0.00 0.02
C 0.00 -0.03 0.00
C 0.02 0.01 -0.01
C -0.02 -0.01 0.02
C -0.02 0.01 0.01
O 0.00 0.01 0.00
N -0.01 0.00 -0.01
C 0.04 -0.03 -0.01
O 0.00 0.01 0.00
N 0.00 -0.01 0.01
C -0.02 0.02 -0.02
O 0.01 0.04 0.01
H 0.00 0.00 0.00
H 0.00 -0.01 0.00
H 0.00 0.00 0.00
H 0.00 0.00 0.00
H 0.01 0.00 -0.01
H 0.00 0.00 0.00
H 0.00 0.00 0.01
H 0.00 0.00 0.00
H 0.00 0.00 0.00
H 0.01 0.00 0.00
H 0.00 0.00 0.00
C 0.03 0.00 0.03
Ge -0.03 0.02 0.01
C -0.01 -0.01 -0.01
C 0.03 0.00 -0.01
C -0.04 0.02 0.01
H -0.01 0.01 -0.01
H -0.01 -0.01 0.00
H 0.01 -0.01 0.00
H -0.01 0.01 0.00
H 0.01 0.01 0.00
H 0.01 0.00 0.00
H 0.00 0.00 0.00
H -0.01 -0.01 0.00
H 0.00 -0.01 0.00
H 0.01 0.00 0.00

Summary:
2S+1 = 1
gap between HOMO and LUMO = 0.181 Ha
net charge = -1
ΔE to the lowest compared entry with this formula, charge and spin = 0.000 eV

---

# C30H33N2O

A 2-piece molecular cluster, C30H33N2O overall in a non-equilibrium geometry (ωB97M-V/def2-TZVPD, the Open Molecules 2025 dataset).

Positions of all 66 atoms, in Å:
C: -4.33479 0.53051 -2.94379
C: -3.90129 1.80046 -2.53441
C: -2.58853 1.99293 -2.11599
C: -1.68062 0.90703 -2.10269
C: -0.32876 1.10325 -1.61834
C: 0.70368 0.22665 -1.88839
N: 1.97073 0.58889 -2.23223
C: 2.85772 -0.53287 -2.59994
C: 4.29786 -0.08138 -2.52068
O: 4.50173 1.09893 -3.30293
C: 3.69777 2.19626 -2.87263
C: 2.20921 1.86743 -2.91669
C: -2.10328 -0.34867 -2.59251
C: -3.42610 -0.53610 -2.98063
H: -5.36258 0.38839 -3.29182
H: -4.59119 2.64747 -2.54485
H: -2.23959 2.97521 -1.78206
H: -0.07770 2.07944 -1.19079
H: 0.55790 -0.85225 -1.74083
H: 2.65986 -1.35563 -1.91131
H: 2.63205 -0.84810 -3.63162
H: 4.56820 0.08146 -1.46273
H: 4.95067 -0.83658 -2.97742
H: 3.96686 2.51010 -1.84739
H: 3.92560 2.99813 -3.58941
H: 1.89089 1.79217 -3.97530
H: 1.62939 2.65611 -2.43107
H: -1.38613 -1.16900 -2.62559
H: -3.74407 -1.51429 -3.34336
C: -3.72879 0.25848 0.59130
C: -2.66988 -0.69570 0.92436
N: -2.92681 -2.00998 1.10032
C: -4.21079 -2.63822 0.84261
C: -1.77524 -2.68643 1.50662
C: -0.72460 -1.74259 1.58324
C: 0.52467 -2.19116 2.00615
C: 0.67306 -3.53405 2.40252
C: -0.39491 -4.44234 2.33120
C: -1.65094 -4.01843 1.87380
C: -1.28581 -0.45807 1.15389
C: -0.62617 0.75923 0.99144
C: 0.51910 1.11250 1.79486
C: 0.65360 0.64610 3.13132
C: 1.79284 0.91026 3.87573
C: 2.84123 1.64596 3.30938
C: 4.12486 1.83458 4.05323
C: 2.67175 2.21827 2.04439
C: 1.51439 1.99537 1.31157
H: -3.34311 1.26797 0.72515
H: -4.05561 0.15925 -0.45219
H: -4.60389 0.11495 1.24151
H: -4.11831 -3.70290 1.06609
H: -4.99859 -2.20151 1.46936
H: -4.49780 -2.51061 -0.21173
H: 1.35832 -1.49247 2.05217
H: 1.63903 -3.86996 2.78520
H: -0.24481 -5.47999 2.62539
H: -2.51115 -4.68580 1.80780
H: -1.15301 1.56285 0.47853
H: -0.14976 0.04187 3.56464
H: 1.88267 0.52715 4.89078
H: 4.77485 2.51238 3.49724
H: 3.95163 2.24486 5.05252
H: 4.64885 0.88047 4.17450
H: 3.45951 2.84910 1.64055
H: 1.38417 2.45263 0.33200

Cartesian forces, eV/Å:
C 0.08 0.15 -0.14
C -0.02 -0.14 -0.08
C 0.17 -0.51 0.15
C -0.50 -0.23 0.37
C 0.83 0.22 -0.14
C 0.26 0.55 0.42
N -0.75 -0.70 0.52
C -0.11 0.52 -0.27
C 0.26 0.18 -0.27
O -0.41 -0.11 0.50
C 0.19 -0.07 -0.11
C 0.24 -0.22 -0.26
C -0.30 0.30 0.39
C 0.04 0.14 -0.05
H 0.40 0.05 0.18
H 0.18 -0.31 -0.01
H -0.17 -0.30 -0.15
H 0.01 0.05 -1.07
H -0.06 0.27 -0.68
H 0.12 0.02 -0.09
H 0.02 0.02 0.20
H 0.10 0.08 -0.28
H -0.12 0.17 0.34
H 0.11 -0.12 -0.27
H -0.13 -0.12 0.42
H -0.02 -0.08 0.39
H 0.17 -0.13 -0.14
H -0.31 0.13 -0.12
H 0.03 0.26 0.08
C -0.34 0.40 -0.03
C 0.27 -1.21 -0.45
N -0.20 1.07 -0.21
C -0.30 -0.05 -0.06
C 0.58 0.20 0.35
C -0.28 -0.75 0.01
C 0.13 -0.48 0.11
C -0.09 0.42 -0.24
C -0.25 0.38 -0.18
C 0.33 -0.07 0.00
C 0.42 0.30 0.17
C -1.45 -0.34 0.75
C 1.24 0.56 0.42
C -0.15 -0.24 -0.41
C -0.21 0.09 -0.45
C -0.13 0.03 -0.02
C 0.18 0.12 0.03
C -0.25 -0.05 0.05
C -0.27 -0.48 0.09
H -0.22 -0.01 -0.03
H 0.01 -0.08 0.16
H 0.22 0.07 -0.16
H -0.17 0.27 -0.08
H 0.24 -0.14 -0.08
H 0.16 -0.05 0.31
H -0.12 -0.35 0.07
H -0.31 0.09 -0.20
H -0.07 0.28 -0.03
H 0.43 0.03 0.10
H 0.05 -0.23 0.26
H 0.31 0.25 -0.17
H -0.03 0.08 -0.20
H 0.05 -0.05 0.18
H 0.03 -0.04 -0.12
H -0.08 0.11 -0.01
H -0.13 -0.09 0.03
H 0.14 -0.12 0.17

Summary:
2S+1 = 1
gap between HOMO and LUMO = 0.210 Ha
net charge = +1
ΔE to the lowest compared entry with this formula, charge and spin = 0.471 eV

---

| no. | DFT total energy (Eh) |
| --- | --- |
| 1 | -5280.83137 |
| 2 | -3777.97292 |
| 3 | -1347.45571 |